# C3H6O

A 2-piece molecular cluster, C3H6O overall in a non-equilibrium geometry (the ωB97M-V functional and the def2-TZVPD basis, OMol25).

Calculated values
Energy above the lowest of the compared OMol25 structures with the same formula, charge and spin (kcal per mole): 85.8
2S+1: 1
HOMO energy (spin up / spin down) (eV): -7.75 / -7.99
Frontier orbital gap (spin up / spin down) (eV): 8.3 / 8.5
Total charge: 0

Element x y z (Å)
C: 0.77 -0.45 -0.27
C: 0.23 0.50 -1.29
C: -0.64 -0.31 1.71
O: 1.60 -1.30 -0.28
H: -0.52 0.01 -2.07
H: -0.39 1.31 -0.94
H: 0.92 0.91 -1.98
H: 0.08 -0.60 2.39
H: -1.19 -0.85 0.95
H: -0.86 0.77 1.78


# CH4

A single CH4 molecule in a non-equilibrium geometry (the ωB97M-V functional and the def2-TZVPD basis, OMol25).

Calculated values
Energy above the lowest of the compared OMol25 structures with the same formula, charge and spin (kcal per mole): 11.7
2S+1: 1
HOMO energy (eV): -12.20
Frontier orbital gap (eV): 13.5
Total charge: 0

Element x y z (Å)
C: -0.06 0.07 0.00
H: 1.09 0.26 0.25
H: -0.84 0.81 0.16
H: -0.05 -0.79 0.66
H: -0.14 -0.35 -1.06


# C21H43N2OP3SSn

C21H43N2OP3SSn as an isolated structure in a non-equilibrium geometry (the ωB97M-V functional and the def2-TZVPD basis, OMol25).

Calculated values
Energy above the lowest of the compared OMol25 structures with the same formula, charge and spin (kcal per mole): 0.0
2S+1: 1
HOMO energy (spin up / spin down) (eV): -19.06 / -17.42
Frontier orbital gap (spin up / spin down) (eV): 7.2 / 4.0
Total charge: +4

Element x y z (Å)
Sn: 0.00 0.04 -0.22
P: 0.30 -2.25 -1.60
P: 2.61 -0.04 0.61
P: -2.44 0.49 -1.23
H: 1.61 2.31 -1.06
C: 0.54 2.34 -0.83
C: 0.06 2.46 0.49
H: 0.74 2.52 1.35
C: 0.97 -1.87 -3.25
C: 1.46 -3.47 -0.88
C: -1.21 -3.23 -1.88
C: 3.23 1.43 1.49
C: 3.18 -1.38 1.71
C: 3.70 -0.16 -0.85
C: -3.15 2.13 -0.86
C: -3.75 -0.66 -0.72
C: -2.37 0.43 -3.05
H: -0.10 2.55 -1.70
H: -0.97 2.79 0.69
H: 1.10 -2.81 -3.80
H: 1.94 -1.35 -3.16
H: 0.27 -1.22 -3.81
H: 1.44 -4.37 -1.52
H: 1.13 -3.75 0.13
H: 2.49 -3.08 -0.83
H: -0.92 -4.15 -2.41
H: -1.94 -2.67 -2.49
H: -1.67 -3.50 -0.92
H: 4.31 1.30 1.66
H: 2.72 1.54 2.46
H: 3.06 2.34 0.90
H: 4.26 -1.50 1.59
H: 2.68 -2.33 1.48
H: 2.98 -1.12 2.76
H: 4.73 0.04 -0.53
H: 3.41 0.58 -1.60
H: 3.65 -1.16 -1.31
H: -4.11 2.22 -1.39
H: -2.48 2.94 -1.17
H: -3.34 2.22 0.22
H: -4.67 -0.41 -1.27
H: -3.94 -0.55 0.36
H: -3.47 -1.70 -0.92
H: -3.31 0.81 -3.46
H: -2.20 -0.59 -3.42
H: -1.55 1.07 -3.42
C: -1.01 0.04 -7.36
C: -0.37 0.36 -8.58
C: -0.20 1.70 -8.92
C: -0.68 2.71 -8.07
C: -1.38 2.38 -6.91
C: -1.58 1.04 -6.57
O: -1.00 -1.21 -6.82
H: -0.59 -1.83 -7.46
H: -0.01 -0.45 -9.22
H: 0.32 1.96 -9.84
H: -0.52 3.76 -8.34
H: -1.77 3.16 -6.25
H: -2.15 0.74 -5.69
C: 0.65 -2.35 4.46
N: 0.18 -0.98 4.27
C: 0.47 0.08 5.13
C: -0.11 1.18 4.60
N: -0.75 0.80 3.43
C: -0.50 -0.52 3.19
S: -0.85 -1.46 1.80
H: -0.20 -3.04 4.41
H: 1.38 -2.61 3.68
H: 1.13 -2.41 5.44
H: 1.07 -0.09 6.02
H: -0.13 2.20 4.95
H: -1.29 1.38 2.80


# C5H14N2S

A single C5H14N2S molecule in a non-equilibrium geometry (the ωB97M-V functional and the def2-TZVPD basis, OMol25).

Calculated values
Energy above the lowest of the compared OMol25 structures with the same formula, charge and spin (kcal per mole): 9.3
2S+1: 1
HOMO energy (eV): -8.92
Frontier orbital gap (eV): 9.8
Total charge: 0

Element x y z (Å)
N: -2.32 -1.93 0.40
C: -2.75 -0.54 0.22
C: -1.71 0.50 0.66
N: -0.39 0.09 0.14
C: 0.58 1.17 0.22
C: 1.70 1.01 -0.82
C: 2.62 -0.26 -0.58
S: 3.01 -0.32 1.20
H: -1.41 -2.04 -0.04
H: -2.95 -2.59 -0.02
H: -3.02 -0.30 -0.83
H: -3.67 -0.45 0.80
H: -1.62 0.61 1.74
H: -2.00 1.45 0.19
H: -0.54 -0.15 -0.84
H: 1.03 1.18 1.20
H: 0.14 2.15 -0.03
H: 2.39 1.85 -0.70
H: 1.26 1.00 -1.81
H: 2.07 -1.17 -0.79
H: 3.48 -0.20 -1.23
H: 4.10 -1.06 0.93


# C5H14NO

A 2-piece molecular cluster, C5H14NO overall in a non-equilibrium geometry (the ωB97M-V functional and the def2-TZVPD basis, OMol25).

Calculated values
Energy above the lowest of the compared OMol25 structures with the same formula, charge and spin (kcal per mole): 53.6
2S+1: 1
HOMO energy (eV): -13.97
Frontier orbital gap (eV): 10.8
Total charge: +1

Element x y z (Å)
C: -0.49 1.71 1.78
N: 0.18 1.10 0.57
C: 0.63 2.12 -0.44
H: -0.78 0.89 2.47
H: 0.27 2.35 2.26
H: -1.28 2.36 1.44
H: -0.43 0.42 0.10
H: 0.98 0.54 0.79
H: -0.24 2.71 -0.80
H: 1.09 1.52 -1.27
H: 1.39 2.77 0.05
C: 0.86 -1.76 -0.70
O: 1.21 -3.05 -1.23
C: -0.59 -1.44 -0.91
C: -1.55 -1.63 0.04
H: 1.54 -1.03 -1.20
H: 1.10 -1.76 0.38
H: 0.86 -3.12 -2.14
H: -0.93 -1.14 -1.96
H: -2.60 -1.50 -0.21
H: -1.21 -2.05 0.98


# C4H6ClNOS

A single C4H6ClNOS molecule (the ωB97M-V functional and the def2-TZVPD basis, OMol25).

Calculated values
Energy above the lowest of the compared OMol25 structures with the same formula, charge and spin (kcal per mole): 78.1
2S+1: 1
HOMO energy (eV): -8.64
Frontier orbital gap (eV): 9.3
Total charge: 0

Element x y z (Å)
S: 0.88 0.56 -2.99
C: -0.51 0.99 -2.25
N: -1.03 0.48 -1.12
O: -0.57 -0.70 -0.58
C: 0.56 -0.50 0.23
C: 0.45 0.35 1.46
C: 0.53 -1.15 1.58
Cl: -0.90 -2.04 2.09
H: -1.11 1.81 -2.61
H: -2.00 0.67 -0.85
H: 1.47 -0.52 -0.36
H: -0.53 0.78 1.67
H: 1.32 0.91 1.78
H: 1.44 -1.63 1.96


# C4H8NO3

An isolated ion of composition C4H8NO3 and charge -1 in a non-equilibrium geometry (the ωB97M-V functional and the def2-TZVPD basis, OMol25).

Calculated values
Energy above the lowest of the compared OMol25 structures with the same formula, charge and spin (kcal per mole): 37.9
2S+1: 1
HOMO energy (eV): -4.25
Frontier orbital gap (eV): 8.1
Total charge: -1

Element x y z (Å)
N: 1.14 0.78 1.33
C: 0.14 -0.01 0.59
C: 0.77 -1.40 0.44
O: 0.14 -2.23 -0.53
C: -0.32 0.63 -0.73
C: -1.85 0.97 -0.73
O: -2.26 1.44 0.36
O: -2.47 0.80 -1.79
H: 1.98 0.77 0.74
H: 0.85 1.75 1.42
H: -0.72 -0.05 1.26
H: 0.74 -2.00 1.35
H: 1.80 -1.22 0.12
H: -0.10 -1.70 -1.29
H: -0.10 -0.04 -1.57
H: 0.26 1.52 -0.97


# C4H5NO2

A single C4H5NO2 molecule (the ωB97M-V functional and the def2-TZVPD basis, OMol25).

Calculated values
Energy above the lowest of the compared OMol25 structures with the same formula, charge and spin (kcal per mole): 46.0
2S+1: 1
HOMO energy (eV): -10.17
Frontier orbital gap (eV): 10.9
Total charge: 0

Element x y z (Å)
O: 2.65 -0.19 -0.63
C: 1.46 -0.30 -0.53
C: 0.68 0.39 0.54
C: -0.49 1.20 0.07
N: -0.71 0.00 0.82
C: -1.26 -1.11 0.15
O: -1.75 -1.09 -0.95
H: 0.86 -0.90 -1.25
H: 1.26 0.72 1.40
H: -0.74 1.18 -0.99
H: -0.72 2.12 0.60
H: -1.25 -2.02 0.78


# C5H15NO2

A 2-piece molecular cluster, C5H15NO2 overall in a non-equilibrium geometry (the ωB97M-V functional and the def2-TZVPD basis, OMol25).

Calculated values
Energy above the lowest of the compared OMol25 structures with the same formula, charge and spin (kcal per mole): 51.7
2S+1: 1
HOMO energy (eV): -8.66
Frontier orbital gap (eV): 9.5
Total charge: 0

Element x y z (Å)
C: -1.04 -1.55 -0.18
C: -0.32 -0.16 -0.24
C: 0.41 -0.06 -1.62
O: -0.39 -0.22 -2.74
N: 0.65 0.03 0.90
C: 0.02 -0.33 2.19
C: 1.97 -0.61 0.75
H: -1.76 -1.78 0.61
H: -0.51 -2.54 -0.30
H: -1.65 -1.53 -1.08
H: -1.12 0.58 -0.09
H: 1.22 -0.83 -1.66
H: 0.87 0.92 -1.60
H: -1.15 -0.78 -2.57
H: -0.96 -0.75 2.00
H: -0.10 0.57 2.79
H: 0.55 -0.94 2.95
H: 2.34 -0.31 -0.25
H: 2.57 -0.11 1.49
H: 1.95 -1.71 0.87
O: -1.16 2.61 0.72
H: -0.30 2.22 0.96
H: -0.80 3.34 0.20


# C44H37N6O5S3SeTeV

C44H37N6O5S3SeTeV as an isolated structure in a non-equilibrium geometry (the ωB97M-V functional and the def2-TZVPD basis, OMol25).

Calculated values
Energy above the lowest of the compared OMol25 structures with the same formula, charge and spin (kcal per mole): 12.8
2S+1: 3
HOMO energy (spin up / spin down) (eV): -5.55 / -5.55
Frontier orbital gap (spin up / spin down) (eV): 4.3 / 4.3
Total charge: 0
Expectation value of S²: 2.017

Element x y z (Å)
V: -0.35 0.83 0.36
O: -3.64 3.56 -3.97
C: -2.94 3.06 -3.16
C: -1.72 2.23 -3.31
O: -1.02 2.08 -4.29
C: -1.41 1.68 -1.96
C: -2.16 2.33 -1.03
O: -2.04 1.94 0.21
C: -3.22 3.02 -1.71
O: -4.38 3.13 -1.28
O: -0.54 0.82 -1.55
S: -3.44 1.61 5.96
C: -3.39 0.75 7.47
C: -2.13 0.45 7.87
C: -1.15 0.92 6.91
C: -1.78 1.52 5.82
C: -1.02 2.08 4.65
C: -1.07 1.47 3.41
N: -0.47 1.83 2.30
C: 0.21 2.98 2.38
C: 0.39 3.69 3.55
C: 1.16 4.88 3.56
C: 1.81 5.31 2.45
C: 1.78 4.55 1.26
C: 2.46 4.90 0.08
C: 2.40 4.10 -1.05
C: 1.47 3.04 -1.01
N: 0.76 2.73 0.05
C: 0.93 3.43 1.23
C: 3.10 4.25 -2.32
C: 2.69 3.89 -3.60
C: 3.68 4.26 -4.55
C: 4.75 4.91 -3.97
S: 4.59 5.01 -2.31
C: -0.21 3.19 4.71
H: -4.30 0.40 8.00
H: -1.97 -0.20 8.68
H: -0.09 0.74 6.90
H: -1.55 0.54 3.32
H: 1.34 5.37 4.50
H: 2.52 6.12 2.55
H: 3.02 5.80 0.23
H: 1.38 2.43 -1.89
H: 1.78 3.36 -3.87
H: 3.74 3.97 -5.59
H: 5.66 5.16 -4.49
H: -0.21 3.73 5.58
C: 3.40 -1.54 4.23
C: 2.00 -1.43 3.69
N: 1.82 -2.18 2.48
C: 1.83 -1.72 1.23
S: 1.84 -0.05 0.91
N: 1.79 -2.53 0.13
C: 2.10 -3.94 0.10
C: 3.63 -4.26 0.14
H: 3.49 -1.15 5.25
H: 4.04 -0.80 3.60
H: 3.82 -2.53 4.16
H: 1.85 -0.38 3.50
H: 1.31 -1.81 4.45
H: 1.63 -3.17 2.56
H: 1.63 -2.13 -0.81
H: 1.66 -4.43 -0.78
H: 1.55 -4.33 0.91
H: 4.11 -3.81 -0.79
H: 3.77 -5.39 0.12
H: 4.15 -3.82 1.02
C: -2.54 -3.51 -1.34
N: -3.07 -2.20 -1.27
C: -2.81 -1.29 -0.34
Se: -1.57 -1.38 1.01
N: -3.70 -0.28 -0.55
C: -4.43 -0.48 -1.74
C: -5.40 0.30 -2.38
C: -5.92 -0.23 -3.51
C: -5.35 -1.41 -4.04
C: -4.39 -2.19 -3.40
C: -4.02 -1.75 -2.16
H: -3.19 -4.25 -0.84
H: -1.53 -3.48 -0.96
H: -2.38 -3.70 -2.39
H: -3.63 0.61 -0.05
H: -5.71 1.20 -1.85
H: -6.76 0.28 -4.02
H: -5.71 -1.82 -5.00
H: -4.03 -3.09 -3.84
Te: 0.07 -1.82 -2.93
C: 0.97 -3.74 -3.41
C: 0.31 -4.94 -3.32
C: 1.05 -6.14 -3.56
C: 2.37 -6.05 -3.89
C: 2.98 -4.81 -4.16
C: 2.28 -3.64 -3.86
H: -0.75 -5.04 -3.22
H: 0.53 -7.07 -3.51
H: 2.86 -7.01 -4.23
H: 4.01 -4.84 -4.54
H: 2.65 -2.62 -3.90


# C3H2O2Rh

C3H2O2Rh as an isolated structure in a non-equilibrium geometry (the ωB97M-V functional and the def2-TZVPD basis, OMol25).

Calculated values
Energy above the lowest of the compared OMol25 structures with the same formula, charge and spin (kcal per mole): 30.4
2S+1: 6
HOMO energy (spin up / spin down) (eV): -19.06 / -21.44
Frontier orbital gap (spin up / spin down) (eV): 8.2 / 7.7
Total charge: +2
Expectation value of S²: 8.771

Element x y z (Å)
H: 2.53 -0.73 -1.89
O: -0.63 -0.33 2.07
H: -1.10 -0.63 2.86
C: 1.80 -0.31 -1.21
C: 0.79 0.44 -1.14
O: -1.03 0.65 0.14
C: -1.44 0.08 1.16
Rh: -0.92 0.84 -2.00


# C12H8AuBrNO3S

C12H8AuBrNO3S as an isolated structure in a non-equilibrium geometry (the ωB97M-V functional and the def2-TZVPD basis, OMol25).

Calculated values
2S+1: 1
HOMO energy (spin up / spin down) (eV): -11.99 / -11.84
Frontier orbital gap (spin up / spin down) (eV): 5.6 / 5.1
Total charge: +1

Element x y z (Å)
Au: -0.54 -0.46 0.15
O: -2.83 5.24 -0.48
C: -2.31 4.02 -0.29
C: -2.01 3.50 0.97
C: -1.48 2.24 1.04
N: -1.24 1.48 -0.05
C: -1.55 2.00 -1.25
Br: -1.21 0.92 -2.74
C: -2.08 3.25 -1.42
H: -2.97 5.71 0.35
H: -2.17 4.06 1.88
H: -1.22 1.80 2.00
H: -2.31 3.63 -2.40
O: -0.57 -3.60 2.13
C: 0.14 -2.91 1.46
O: -0.24 -2.41 0.26
C: 1.57 -2.64 1.84
C: 2.16 -3.50 2.74
C: 3.50 -3.36 3.10
C: 4.28 -2.33 2.55
C: 3.72 -1.45 1.67
C: 2.35 -1.57 1.30
S: 1.83 -0.35 0.24
H: 1.55 -4.30 3.14
H: 3.94 -4.06 3.79
H: 5.32 -2.23 2.83
H: 4.31 -0.64 1.25


# C21H28ClN7O

A single C21H28ClN7O molecule in a non-equilibrium geometry (the ωB97M-V functional and the def2-TZVPD basis, OMol25).

Calculated values
2S+1: 1
HOMO energy (eV): -8.30
Frontier orbital gap (eV): 9.1
Total charge: 0

Element x y z (Å)
C: -0.51 -2.36 -0.43
C: 0.31 -1.77 0.73
C: 1.67 -2.46 0.80
C: -0.43 -1.96 2.05
C: 0.49 -0.30 0.43
N: -0.47 0.52 0.86
C: -0.42 1.83 0.59
N: -1.40 2.64 1.00
C: -2.55 2.21 1.75
C: -3.86 2.21 0.92
N: -4.08 1.12 0.00
C: -3.21 1.08 -1.16
C: -3.79 0.07 -2.15
O: -3.87 -1.22 -1.58
C: -4.68 -1.19 -0.42
C: -4.13 -0.20 0.61
C: 0.68 2.31 -0.15
N: 1.10 3.51 -0.61
N: 2.21 3.35 -1.21
N: 2.57 2.06 -1.20
C: 3.80 1.60 -1.79
C: 4.33 0.41 -1.04
C: 4.49 -0.82 -1.68
C: 4.97 -1.92 -0.99
C: 5.29 -1.81 0.35
C: 5.15 -0.60 1.00
C: 4.67 0.50 0.30
Cl: 4.50 2.00 1.14
C: 1.63 1.34 -0.53
N: 1.56 0.04 -0.27
H: 0.03 -2.23 -1.36
H: -1.48 -1.87 -0.51
H: -0.67 -3.42 -0.26
H: 2.22 -2.31 -0.13
H: 1.54 -3.52 0.98
H: 2.27 -2.04 1.60
H: 0.13 -1.52 2.87
H: -1.41 -1.48 2.01
H: -0.57 -3.02 2.25
H: -1.33 3.61 0.73
H: -2.69 2.88 2.60
H: -2.34 1.20 2.11
H: -3.92 3.14 0.35
H: -4.70 2.20 1.63
H: -2.19 0.75 -0.90
H: -3.17 2.07 -1.62
H: -4.79 0.40 -2.47
H: -3.15 -0.03 -3.03
H: -5.70 -0.90 -0.68
H: -4.68 -2.20 -0.02
H: -3.13 -0.54 0.93
H: -4.79 -0.17 1.48
H: 3.62 1.33 -2.84
H: 4.50 2.44 -1.76
H: 4.22 -0.91 -2.72
H: 5.08 -2.86 -1.50
H: 5.66 -2.67 0.89
H: 5.39 -0.50 2.05


# C3H5ClS2

A single C3H5ClS2 molecule in a non-equilibrium geometry (the ωB97M-V functional and the def2-TZVPD basis, OMol25).

Calculated values
Energy above the lowest of the compared OMol25 structures with the same formula, charge and spin (kcal per mole): 32.5
2S+1: 1
HOMO energy (eV): -9.21
Frontier orbital gap (eV): 9.6
Total charge: 0

Element x y z (Å)
S: -0.52 -1.79 -1.23
C: 0.28 -0.52 -0.21
C: -0.21 0.08 1.06
Cl: -1.62 -0.51 1.79
C: -0.29 0.90 -0.20
S: 0.89 2.25 -0.42
H: -0.85 -2.80 -0.32
H: 1.34 -0.58 -0.22
H: 0.58 0.35 1.82
H: -1.30 1.15 -0.58
H: 1.68 1.46 -1.50


# C4H7NO

A single C4H7NO molecule (the ωB97M-V functional and the def2-TZVPD basis, OMol25).

Calculated values
Energy above the lowest of the compared OMol25 structures with the same formula, charge and spin (kcal per mole): 28.8
2S+1: 1
HOMO energy (eV): -9.84
Frontier orbital gap (eV): 10.5
Total charge: 0

Element x y z (Å)
C: -1.36 0.83 -0.68
C: 0.11 0.83 -0.25
C: 0.26 0.13 1.07
N: 0.81 -0.99 1.31
C: 1.31 -1.81 0.29
O: 0.66 -2.23 -0.64
H: -1.68 -0.19 -0.91
H: -2.01 1.23 0.11
H: -1.51 1.45 -1.57
H: 0.73 0.36 -1.02
H: 0.46 1.87 -0.13
H: -0.18 0.64 1.93
H: 2.35 -2.12 0.47


# C2H7N3O

A single C2H7N3O molecule in a non-equilibrium geometry (the ωB97M-V functional and the def2-TZVPD basis, OMol25).

Calculated values
Energy above the lowest of the compared OMol25 structures with the same formula, charge and spin (kcal per mole): 60.9
2S+1: 1
HOMO energy (eV): -8.86
Frontier orbital gap (eV): 9.7
Total charge: 0

Element x y z (Å)
C: 0.36 2.11 -0.36
N: 0.38 0.90 0.47
N: -0.11 -0.23 -0.21
C: -0.20 -1.37 0.59
N: -0.83 -2.34 -0.13
O: 0.25 -1.45 1.71
H: 0.78 2.87 0.21
H: 0.94 2.20 -1.40
H: -0.80 2.43 -0.58
H: 1.44 0.65 0.85
H: 0.19 -0.43 -1.14
H: -0.62 -3.26 0.50
H: -1.79 -2.08 -0.50